ORCA calculation (the ωB97M-V functional and the def2-TZVPD basis) on a 2-piece molecular cluster, C4H13NO2 overall in a non-equilibrium geometry.

The geometry in XYZ format:
```
20
Properties=species:S:1:pos:R:3
C 0.40 -0.96 2.49
N -0.09 -0.13 1.37
C 0.18 -0.98 0.09
C 0.47 0.01 -1.13
C 0.21 -0.65 -2.46
O 1.97 0.29 -0.78
H -0.03 -0.54 3.45
H 1.48 -1.04 2.53
H 0.12 -1.96 2.13
H -1.11 0.02 1.46
H 1.13 -1.54 0.26
H -0.72 -1.65 -0.17
H -0.15 0.95 -1.00
H -0.21 0.13 -3.12
H 1.14 -0.88 -2.90
H -0.43 -1.50 -2.39
H 1.84 1.09 -0.26
O -1.90 2.82 0.14
H -2.36 3.24 -0.62
H -1.94 3.25 0.92
```

Summary:
gap between HOMO and LUMO = 9.38 eV
LUMO level = 0.708 eV